Record 1
ORCA calculation (ωB97M-V/def2-TZVPD) on a cluster of 2 separate species, CClNO3S in total in a non-equilibrium geometry.

Atoms and positions in Å:
C -1.91 0.72 0.08
N -2.29 1.42 0.97
O 1.36 -2.02 -0.48
O 1.39 -0.40 1.33
O -1.45 0.06 -0.80
S 1.10 -0.73 -0.01
Cl 1.79 0.94 -1.09

* orbital gap (spin up / spin down): 4.966 / 4.968 eV
* HOMO (spin up / spin down): -10.069 / -10.071 eV
* multiplicity: 1
* relative energy (zero: lowest compared OMol25 entry of this formula, charge and spin): 8.6 kcal per mole

---

Record 2
ORCA calculation (ωB97M-V/def2-TZVPD) on the ion CH4NO3S with charge -1 in a non-equilibrium geometry.

Atoms and positions in Å:
C 1.20 0.05 -0.23
N 0.20 0.03 0.85
O -0.98 -0.42 -1.43
O -2.09 0.94 0.21
O -1.89 -1.47 0.62
S -1.39 -0.29 -0.04
H 1.26 1.00 -0.90
H 2.18 0.19 0.35
H 1.19 -0.92 -0.80
H 0.32 0.88 1.36

* orbital gap: 8.758 eV
* HOMO: -4.585 eV
* SMILES: CNS(=O)(=O)[O-]
* net charge: -1
* multiplicity: 1
* relative energy (zero: lowest compared OMol25 entry of this formula, charge and spin): 0.2 kcal per mole

---

Record 3
ORCA calculation (ωB97M-V/def2-TZVPD) on a structure of composition C9H13CaNO2 in a non-equilibrium geometry.

Atoms and positions in Å:
C -0.52 0.94 -2.18
C 0.87 0.93 -1.87
C 1.05 1.55 -0.59
C -0.25 1.83 -0.06
C -1.20 1.55 -1.09
Ca -0.40 -0.97 -0.11
N -3.09 0.25 0.36
C 0.90 -2.70 -0.47
C 1.99 -2.01 -0.91
H 2.00 1.81 -0.13
H 1.67 0.58 -2.52
H -0.45 2.38 0.86
H -2.26 1.80 -1.05
H -0.98 0.55 -3.09
H 2.01 -1.62 -1.94
H 0.88 -3.32 0.43
H -4.13 0.04 0.41
H 2.90 -1.93 -0.30
H 0.04 -2.89 -1.16
C -0.82 0.70 4.74
O -0.95 1.23 3.37
C -0.63 0.63 2.27
O -0.31 -0.58 2.18
H -0.33 -0.28 4.70
H -1.83 0.65 5.15
H -0.22 1.43 5.29

* orbital gap (spin up / spin down): 4.433 / 3.814 eV
* HOMO (spin up / spin down): 1.251 / 1.976 eV
* net charge: -2
* multiplicity: 1
* relative energy (zero: lowest compared OMol25 entry of this formula, charge and spin): 47.0 kcal per mole

---

Record 4
ORCA calculation (ωB97M-V/def2-TZVPD) on a cluster of 4 separate species, C6H9NO in total in a non-equilibrium geometry.

Atoms and positions in Å:
C 2.28 -0.35 -0.40
C 0.17 -0.47 -1.43
C -0.57 0.04 -0.22
C -1.91 -0.13 -0.05
C -1.96 0.53 1.26
C -0.35 0.51 1.15
H 2.67 -1.80 0.14
H 1.69 0.44 0.89
H 3.30 0.46 -1.05
H 1.70 -0.84 -2.35
H -2.84 0.06 -0.92
H -2.54 0.15 2.21
H -2.61 1.40 1.09
H 0.11 1.56 1.32
H -0.14 -0.04 2.20
N 1.49 -0.49 -1.56
O -0.50 -1.03 -2.27

* orbital gap: 9.439 eV
* HOMO: -9.231 eV
* multiplicity: 1
* relative energy (zero: lowest compared OMol25 entry of this formula, charge and spin): 227.1 kcal per mole

---

Record 5
ORCA calculation (ωB97M-V/def2-TZVPD) on the molecule C10H21P in a non-equilibrium geometry.

Atoms and positions in Å:
C -2.49 -0.12 -2.36
C -1.24 0.42 -2.07
P -0.41 0.15 -0.45
C 0.54 4.21 2.24
C 1.38 -4.87 -0.35
C 0.42 1.54 0.45
C -0.52 -1.50 0.20
C 0.50 4.08 0.69
C 0.37 -3.89 0.27
C -0.30 2.88 0.20
C 0.44 -2.49 -0.41
H -3.07 0.09 -3.29
H -2.98 -0.65 -1.55
H -0.69 0.96 -2.84
H 1.07 3.34 2.68
H 1.04 5.17 2.49
H -0.47 4.25 2.62
H 2.39 -4.57 -0.12
H 1.15 -5.88 0.01
H 1.31 -4.88 -1.46
H 1.44 1.59 0.07
H 0.52 1.29 1.52
H -0.25 -1.37 1.25
H -1.52 -1.85 0.16
H 1.52 4.05 0.24
H 0.00 4.97 0.29
H -0.65 -4.33 0.15
H 0.64 -3.79 1.34
H -1.29 2.87 0.70
H -0.45 3.01 -0.84
H 1.45 -2.13 -0.35
H 0.15 -2.54 -1.47

* orbital gap: 7.420 eV
* HOMO: -6.446 eV
* SMILES: C=CP(CCCC)CCCC
* multiplicity: 1
* relative energy (zero: lowest compared OMol25 entry of this formula, charge and spin): 7.3 kcal per mole

---

Record 6
ORCA calculation (ωB97M-V/def2-TZVPD) on a structure of composition C3H6Br2NO in a non-equilibrium geometry.

Atoms and positions in Å:
C -1.53 0.61 -0.69
C 0.44 0.14 1.43
C 0.01 -0.40 0.12
N 0.95 -0.20 -1.00
O -1.24 1.03 -1.75
Br -3.05 0.69 0.32
Br -0.63 -2.25 0.15
H -0.36 0.00 2.16
H 0.67 1.20 1.37
H 1.31 -0.40 1.80
H 1.82 0.26 -0.72
H 1.17 -1.09 -1.47
H 0.45 0.41 -1.72

* orbital gap: 10.363 eV
* HOMO: -14.091 eV
* net charge: +1
* multiplicity: 1
* relative energy (zero: lowest compared OMol25 entry of this formula, charge and spin): 0.0 kcal per mole

---

> relative energy (zero: lowest compared OMol25 entry of this formula, charge and spin) of number 5 (C10H21P)?

7.3 kcal per mole

---

> Which of these has the highest relative energy (zero: lowest compared OMol25 entry of this formula, charge and spin)?

C6H9NO

---

> What is the formula in the sixth record?

C3H6Br2NO